Record 1
ORCA calculation (ωB97M-V/def2-TZVPD) on a structure of composition C14H33BrF4I2O9P3 in a non-equilibrium geometry.

```
66
Properties=species:S:1:pos:R:3:mulliken_charge:R:1
C -3.716 -0.662 -3.009 -0.746
C -3.697 -1.802 -2.016 -0.723
C -3.230 -1.436 -0.632 -0.738
O -1.863 -1.105 -0.607 0.210
P -1.306 -0.201 0.674 -0.892
Br -2.397 1.800 -0.255 -0.430
I -0.606 1.381 2.701 -0.154
C -0.504 -1.697 1.672 -1.215
I -0.717 -3.663 0.736 -0.079
C 0.874 -1.512 2.329 0.376
C 1.754 -2.726 2.577 -1.870
C 0.307 0.189 -0.414 0.768
F 1.191 0.992 0.268 -0.294
F -0.059 0.864 -1.560 -0.215
C 1.130 -1.022 -0.929 0.394
F 0.466 -1.635 -1.944 -0.200
F 2.315 -0.519 -1.442 -0.347
H -4.200 0.211 -2.582 0.297
H -4.206 -0.942 -3.932 0.368
H -2.708 -0.364 -3.262 -0.038
H -4.689 -2.237 -1.922 0.439
H -3.017 -2.565 -2.390 0.234
H -3.395 -2.303 0.009 0.262
H -3.838 -0.616 -0.244 0.521
H -2.490 -0.323 1.419 0.468
H -1.217 -1.829 2.472 1.034
H 1.469 -0.803 1.767 0.186
H 0.694 -1.097 3.307 0.243
H 2.153 -3.151 1.663 0.480
H 2.598 -2.389 3.169 0.345
H 1.243 -3.484 3.158 0.401
H 1.394 -1.747 -0.166 -0.062
C 3.081 1.949 5.321 -0.465
O 3.402 0.612 5.730 -0.317
P 2.334 -0.256 6.524 1.132
O 1.439 -1.062 5.715 -0.619
O 1.619 0.771 7.508 -0.387
C 0.367 1.370 7.127 -0.665
O 3.252 -1.093 7.496 -0.387
C 4.220 -0.431 8.315 -0.645
H 2.141 1.988 4.770 0.181
H 3.024 2.601 6.194 0.254
H 3.887 2.286 4.677 0.248
H -0.156 0.765 6.389 0.318
H 0.548 2.363 6.718 0.285
H -0.240 1.459 8.025 0.245
H 3.766 0.393 8.865 0.284
H 5.041 -0.060 7.704 0.250
H 4.591 -1.172 9.018 0.243
C -1.756 3.179 -6.930 -0.600
O -1.900 1.891 -7.528 -0.345
P -1.325 0.602 -6.781 0.961
O -2.225 -0.018 -5.825 -0.517
O 0.075 1.054 -6.196 -0.319
C 0.182 1.396 -4.796 -0.321
O -0.922 -0.312 -8.003 -0.356
C -0.075 0.201 -9.033 -0.630
H -2.156 3.189 -5.915 0.307
H -0.708 3.480 -6.917 0.251
H -2.324 3.875 -7.541 0.256
H -0.609 0.919 -4.225 0.004
H 0.133 2.478 -4.678 0.296
H 1.143 1.033 -4.447 0.263
H 0.820 0.656 -8.609 0.281
H -0.612 0.932 -9.636 0.251
H 0.210 -0.645 -9.651 0.239
```

As for the spin multiplicity: 1. The value obtained for the molecular weight is 848.04 g mol⁻¹. The lowest unoccupied orbital energy is 2.35 eV. The value obtained for the frontier orbital gap is 7.339 eV. Its charge is -1.

---

Record 2
ORCA calculation (ωB97M-V/def2-TZVPD) on a structure of composition C14H33CaN5OP2 in a non-equilibrium geometry.

```
56
Properties=species:S:1:pos:R:3:mulliken_charge:R:1
Ca -0.117 0.156 -0.481 1.310
P -2.363 -1.820 -0.245 0.017
P 0.077 3.063 -0.542 -0.187
N 0.721 -1.822 -1.360 0.364
N 1.904 0.617 -1.572 0.042
H 2.315 -2.562 -2.564 0.437
H 3.729 -0.444 -1.974 0.484
H 2.753 -2.184 -0.880 0.356
C 2.134 -1.856 -1.735 -1.057
H 2.563 -0.456 -3.309 0.384
C 2.646 -0.489 -2.201 -0.975
H 0.567 -3.912 -1.453 0.363
H 3.234 2.032 -2.375 0.293
C 0.026 -2.951 -1.320 -0.081
C 2.284 1.860 -1.833 -0.136
C -1.379 -3.004 -1.189 -0.783
C 1.598 3.033 -1.482 -0.546
H -1.806 -3.995 -1.378 0.404
H 2.064 3.969 -1.799 0.379
H -0.577 4.135 -1.235 0.101
H 0.581 3.829 0.566 0.077
H -3.584 -2.050 -0.965 0.078
H -2.605 -2.726 0.844 0.102
H 0.289 0.560 -3.592 -0.318
C -0.773 0.355 -3.813 1.311
C -1.560 1.634 -3.951 -1.295
C -0.888 -0.513 -5.039 -1.560
O -1.323 -0.291 -2.613 -0.595
H -1.344 2.161 -4.894 0.403
H -2.622 1.371 -3.946 0.346
H -1.395 2.318 -3.117 0.144
H -0.177 -1.347 -5.031 0.382
H -1.899 -0.932 -5.158 0.333
H -0.662 0.102 -5.921 0.439
H -1.130 -1.276 -2.579 0.244
C -2.558 0.842 3.531 -1.173
N -1.282 0.354 4.031 0.144
C -1.273 -0.039 5.425 -1.299
C -0.258 0.194 3.147 0.217
N -0.486 0.385 1.846 -0.382
N 0.992 -0.185 3.523 0.033
C 1.607 -0.018 4.824 -1.018
C 1.956 -0.315 2.441 -0.878
H -3.222 0.993 4.379 0.373
H -3.026 0.133 2.834 0.341
H -2.423 1.800 3.018 0.414
H -0.788 -1.010 5.577 0.449
H -0.806 0.731 6.054 0.372
H -2.317 -0.126 5.754 0.394
H -1.453 0.699 1.750 -0.041
H 2.355 -0.815 4.958 0.348
H 2.153 0.940 4.894 0.346
H 0.911 -0.078 5.658 0.329
H 1.680 -1.141 1.766 0.173
H 2.020 0.616 1.850 0.247
H 2.937 -0.525 2.877 0.349
```

As for the spin multiplicity: 2. The value obtained for the molecular weight is 389.48 g mol⁻¹. The lowest unoccupied orbital energy (spin up / spin down) is -1.94 / -5.40 eV. The value obtained for the frontier orbital gap (spin up / spin down) is 8.555 / 3.500 eV. Its charge is +1. The energy above the lowest of the compared OMol25 structures with the same formula, charge and spin is 0.00 kcal/mol.

---

Record 3
ORCA calculation (ωB97M-V/def2-TZVPD) on a cluster of 6 separate species, C14H33Cl10N2OPS in total.

```
62
Properties=species:S:1:pos:R:3:mulliken_charge:R:1
C 2.476 1.899 1.071 -0.048
O 3.639 1.119 1.327 -0.436
C 3.913 0.810 2.680 0.020
C 3.707 1.952 3.686 -0.715
N 4.530 1.746 4.878 -0.296
C 3.847 1.226 6.043 -0.440
N 2.765 2.102 6.533 -0.636
P 3.028 -0.757 3.179 0.199
S 4.143 -2.172 3.930 -0.389
H 2.245 1.787 0.013 -0.015
H 2.642 2.959 1.274 0.266
H 1.632 1.539 1.655 -0.004
H 4.966 0.530 2.732 0.507
H 2.645 2.057 3.934 0.171
H 4.018 2.878 3.203 0.459
H 4.940 2.634 5.140 0.271
H 3.510 0.204 5.837 0.225
H 4.586 1.152 6.841 0.422
H 2.543 1.838 7.488 0.263
H 1.908 1.928 6.016 0.195
H 2.024 -0.356 4.082 0.010
H 2.322 -1.134 2.025 0.066
Cl -0.639 0.622 2.981 -0.144
C -2.236 0.383 2.211 -0.645
C -2.086 -0.461 0.971 -0.259
Cl -1.175 0.407 -0.290 -0.090
H -2.641 1.366 1.984 0.407
H -2.875 -0.115 2.937 0.334
H -3.062 -0.711 0.557 0.332
H -1.551 -1.381 1.192 0.006
Cl 0.820 -3.769 1.858 -0.164
C 0.446 -3.056 3.449 0.213
C -0.735 -3.713 4.117 -0.545
Cl -2.269 -3.385 3.257 -0.187
H 0.256 -1.996 3.294 -0.328
H 1.333 -3.176 4.071 0.289
H -0.845 -3.314 5.123 0.314
H -0.619 -4.792 4.171 0.383
Cl 0.952 2.064 -2.602 -0.197
C 0.682 0.385 -3.153 -0.142
C 1.570 0.020 -4.313 -0.569
Cl 1.142 0.913 -5.801 -0.197
H -0.369 0.293 -3.414 0.072
H 0.895 -0.266 -2.307 0.351
H 1.455 -1.040 -4.533 0.315
H 2.615 0.229 -4.097 0.358
Cl -2.358 1.376 -4.939 -0.118
C -4.055 1.403 -4.380 -0.154
C -4.178 1.048 -2.922 -0.505
Cl -3.783 -0.666 -2.617 -0.206
H -4.610 0.714 -5.012 -0.015
H -4.422 2.416 -4.540 0.320
H -5.207 1.200 -2.599 0.413
H -3.514 1.649 -2.304 0.272
Cl -3.778 -3.409 -7.987 -0.185
C -3.730 -1.825 -8.801 -0.462
C -3.852 -0.682 -7.827 -0.392
Cl -5.479 -0.608 -7.086 -0.229
H -4.531 -1.808 -9.536 0.322
H -2.773 -1.756 -9.315 0.318
H -3.696 0.262 -8.346 0.321
H -3.129 -0.765 -7.020 0.296
```

As for the spin multiplicity: 1. The value obtained for the molecular weight is 663.00 g mol⁻¹. The lowest unoccupied orbital energy is 0.36 eV. The value obtained for the frontier orbital gap is 8.893 eV. Its charge is 0. The SMILES is CO[C@@H](CNCN)[PH2]=S.ClCCCl.ClCCCl.ClCCCl.ClCCCl.ClCCCl.

---

Record 4
ORCA calculation (ωB97M-V/def2-TZVPD) on a structure of composition C14H33ClHfIN4OP2 in a non-equilibrium geometry.

```
57
Properties=species:S:1:pos:R:3:mulliken_charge:R:1
C -0.904 -3.912 -6.989 -0.878
C -1.460 -3.489 -5.641 0.490
H -1.656 -4.524 -7.518 0.310
H 0.011 -4.501 -6.839 0.326
H -0.669 -3.020 -7.584 0.326
O -2.547 -3.757 -5.191 -0.362
I -0.123 -2.259 -4.400 -0.057
Hf 0.411 0.005 -0.367 0.724
P -0.956 1.730 -1.736 0.634
C -2.432 2.670 -1.172 -1.221
C 0.140 3.184 -2.029 -1.249
H -0.390 3.870 -2.706 0.510
H -1.687 2.400 -3.921 0.444
H 1.074 2.861 -2.505 0.430
H -0.641 0.936 -4.012 0.322
H -2.299 3.076 -0.158 0.357
H 0.383 3.717 -1.097 0.337
C -1.452 1.427 -3.463 -1.014
H -2.596 3.508 -1.869 0.497
H -2.342 0.787 -3.489 0.412
H -3.317 2.025 -1.195 0.425
P 0.945 -2.428 0.348 0.633
C 0.298 -3.303 1.830 -1.221
C 0.934 -3.815 -0.834 -1.016
H 3.346 -2.121 -0.022 0.428
H 2.989 -3.545 1.000 0.512
H 2.951 -1.898 1.705 0.339
C 2.730 -2.492 0.806 -1.254
H 1.378 -3.506 -1.787 0.321
H 1.516 -4.638 -0.394 0.447
H 0.919 -4.197 2.004 0.496
H -0.733 -3.629 1.649 0.424
H -0.096 -4.148 -1.009 0.412
H 0.332 -2.671 2.729 0.353
Cl 2.481 0.516 -1.232 -0.184
C -1.038 0.643 2.262 -0.863
N 0.315 0.963 1.639 0.480
C 1.363 0.459 2.600 -0.611
N 1.242 1.072 3.950 0.139
C -0.108 0.757 4.487 -0.784
N -1.181 1.251 3.606 0.163
C -1.021 2.712 3.508 -0.778
N 0.299 3.088 2.938 0.140
C 0.418 2.467 1.592 -0.604
C 1.350 2.537 3.814 -0.739
H -1.137 -0.443 2.370 0.433
H -1.832 1.043 1.624 0.440
H 2.359 0.687 2.204 0.352
H 1.220 -0.623 2.732 0.150
H -0.220 1.260 5.464 0.374
H -0.193 -0.336 4.580 0.330
H -1.805 3.117 2.851 0.328
H -1.089 3.128 4.529 0.373
H 1.383 2.754 1.159 0.346
H -0.421 2.850 0.996 0.138
H 1.232 2.985 4.812 0.390
H 2.327 2.769 3.367 0.352
```

As for the spin multiplicity: 1. The value obtained for the molecular weight is 676.24 g mol⁻¹. The lowest unoccupied orbital energy is -11.95 eV. The value obtained for the frontier orbital gap is 5.125 eV. Its charge is +3. The energy above the lowest of the compared OMol25 structures with the same formula, charge and spin is 33.50 kcal/mol.

---

Question: Which of these has the highest charge?
Answer: C14H33ClHfIN4OP2